{"formula": "C8H24F2FeO4S4", "method": "the ωB97M-V functional and the def2-TZVPD basis", "species": ["Fe", "F", "F", "C", "S", "O", "C", "H", "H", "H", "H", "H", "H", "C", "S", "O", "C", "H", "H", "H", "H", "H", "H", "C", "S", "O", "C", "H", "H", "H", "H", "H", "H", "C", "S", "O", "C", "H", "H", "H", "H", "H", "H"], "positions_angstrom": [[0.05723, -0.69400, 0.09970], [-1.12555, -2.00378, 0.71639], [1.67574, -0.81408, 1.20669], [2.24068, -1.21434, -4.04039], [0.75152, -1.37536, -3.20934], [1.25227, -0.94904, -1.84960], [0.10920, 0.10455, -3.89679], [2.86102, -2.03195, -3.68840], [2.65485, -0.28090, -3.67495], [2.24159, -1.27163, -5.13117], [0.87163, 0.83853, -3.72976], [-0.71541, 0.16582, -3.19981], [-0.20876, 0.01369, -4.97556], [3.03837, 0.91721, -0.55106], [1.88504, 1.96972, 0.17600], [0.57318, 1.50645, -0.39322], [1.89833, 1.60415, 1.88217], [4.02345, 1.18014, -0.19193], [2.98819, 1.20928, -1.60759], [2.76980, -0.09961, -0.30304], [2.73956, 2.22241, 2.23345], [2.13063, 0.54186, 2.08707], [0.93477, 1.89651, 2.24153], [0.60887, -1.26645, 3.94520], [-0.79425, -0.21815, 3.99154], [-0.82712, 0.69507, 2.75438], [-2.00985, -1.41038, 3.66255], [1.06632, -1.28039, 2.95922], [0.29169, -2.24871, 4.25639], [1.40058, -0.83125, 4.57550], [-1.87422, -2.22597, 4.36663], [-1.92476, -1.86278, 2.66158], [-3.00064, -1.01846, 3.76569], [-2.97284, 0.42313, 0.54499], [-3.06656, -0.14132, -1.12277], [-1.64012, -0.59457, -1.48493], [-3.02581, 1.52501, -1.79961], [-3.82869, 1.06232, 0.69638], [-2.02374, 0.95915, 0.67101], [-3.05924, -0.44319, 1.20157], [-2.28735, 2.05245, -1.23198], [-3.99338, 1.97454, -1.77508], [-2.68624, 1.41429, -2.83866]], "atomic_forces_ev_per_a": [[0.112, 0.099, -0.524], [-0.071, -0.103, 0.292], [-0.359, -1.116, -0.624], [2.160, -0.966, -1.006], [-0.200, -0.263, 0.409], [-0.795, -0.430, 0.478], [-1.382, -0.417, -0.755], [0.346, -0.056, 0.062], [0.203, 0.098, -0.138], [-0.413, 0.130, 0.093], [0.108, 0.663, 0.033], [-0.588, 1.045, -0.240], [0.325, -0.005, 1.221], [0.987, -0.031, -0.428], [-0.575, 1.795, -0.206], [-1.215, -0.968, -0.030], [2.123, -0.183, 0.590], [0.376, 0.015, 0.227], [0.016, -0.524, 0.171], [0.182, -0.240, -0.321], [-0.473, 0.160, 0.327], [-0.406, 0.892, -0.138], [-0.439, 0.271, 0.455], [1.380, 0.202, -0.029], [-0.534, 2.262, -1.104], [0.296, -0.804, 1.105], [-0.434, -1.877, -0.533], [-0.423, -0.228, -0.458], [0.259, -0.299, 0.234], [-0.482, -0.306, 0.208], [-0.179, -0.058, 0.326], [0.409, 0.409, 0.066], [-0.465, 0.521, 0.252], [-0.093, -0.531, 0.476], [1.690, 0.161, -0.694], [-0.908, 0.133, 0.259], [0.132, -0.832, -0.967], [-0.276, 0.393, 0.143], [-0.256, -0.178, 0.169], [0.315, 0.180, -0.038], [0.406, 0.461, 0.243], [-0.659, 0.430, 0.104], [-0.198, 0.096, 0.290]], "mulliken_spin": [3.776, 0.084, 0.053, 0.003, 0.004, 0.019, 0.000, 0.000, 0.000, 0.001, 0.000, 0.001, 0.000, 0.004, 0.002, 0.021, 0.005, 0.000, 0.000, -0.002, 0.000, -0.002, -0.001, 0.001, 0.000, 0.005, 0.000, 0.002, 0.000, 0.000, 0.000, 0.000, 0.000, -0.004, 0.005, 0.016, 0.001, 0.000, 0.006, -0.001, 0.000, 0.001, 0.000], "s_squared": 6.008, "lumo_ha": [0.017, 0.017], "homo_ev": [-8.39, -7.32], "orbital_gap_ev": [8.85, 7.78], "spin_multiplicity": 5}

---

{"formula": "C8H24F2O4Pb", "method": "the ωB97M-V functional and the def2-TZVPD basis", "species": ["Pb", "F", "F", "C", "C", "O", "H", "H", "H", "H", "H", "H", "C", "C", "O", "H", "H", "H", "H", "H", "H", "C", "C", "O", "H", "H", "H", "H", "H", "H", "C", "C", "O", "H", "H", "H", "H", "H", "H"], "positions_angstrom": [[3.42166, -3.54885, -4.66398], [2.76269, -6.25663, -2.37966], [1.46521, -2.28164, -1.69168], [-1.25321, -4.41431, 5.39807], [-1.52146, -3.26969, 4.41420], [-0.57799, -3.45423, 3.37725], [-1.92745, -4.46215, 6.25319], [-0.23671, -4.47195, 5.78732], [-1.56795, -5.34076, 4.91773], [-1.41944, -2.25389, 4.79610], [-2.49528, -3.30006, 3.92548], [-0.97001, -2.91153, 2.68919], [-4.47358, 1.25241, -0.52635], [-3.76851, -0.06446, -0.87198], [-2.69219, -0.42213, -0.10166], [-5.13426, 1.51007, -1.35412], [-3.82000, 2.10168, -0.32716], [-5.06655, 1.08443, 0.37269], [-3.42000, -0.08227, -1.90461], [-4.58826, -0.77445, -0.76233], [-1.92749, -0.36682, -0.67939], [3.51570, 2.86445, 1.14890], [3.21623, 1.33598, 1.21764], [4.27997, 0.51515, 1.50495], [2.59878, 3.44565, 1.24670], [3.94798, 3.04292, 0.16432], [4.26947, 3.19724, 1.86246], [2.59973, 1.09927, 0.35047], [2.47949, 1.12695, 1.99329], [4.91481, 0.77503, 0.83335], [0.07268, 3.23392, -3.81551], [1.23920, 2.27723, -3.94852], [1.87190, 2.73308, -5.12505], [0.35847, 4.28393, -3.75320], [-0.47106, 3.04114, -2.89070], [-0.69963, 3.06499, -4.56592], [0.98684, 1.22475, -4.07776], [1.91875, 2.46576, -3.11740], [2.11143, 1.99967, -5.69630]], "atomic_forces_ev_per_a": [[-1.333, -1.039, 2.852], [0.506, 1.262, -1.444], [0.787, -0.178, -1.458], [-1.390, -0.091, 0.199], [0.457, -0.563, 0.326], [0.001, 0.382, -0.501], [-0.043, 0.744, 0.280], [0.001, 0.131, -0.412], [0.692, -0.134, -0.413], [0.103, -0.015, 0.618], [-0.493, -0.384, 0.573], [0.670, -0.062, -0.680], [0.375, -0.050, 0.214], [-1.474, 0.677, -1.130], [1.174, -0.175, 1.124], [-0.135, 0.032, 0.071], [0.216, -0.084, -0.143], [-0.100, 0.172, -0.003], [-0.502, 0.171, -0.350], [0.233, -0.630, -0.172], [0.260, -0.159, 0.416], [0.393, -1.081, -0.362], [-2.617, 1.656, 1.188], [1.076, -0.075, -0.749], [0.073, -0.022, 0.004], [-0.036, 0.325, -0.174], [-0.224, -0.125, 0.304], [0.570, -0.455, -0.723], [0.091, 0.275, 0.459], [0.680, -0.502, 0.056], [-1.293, -0.775, 1.143], [-0.212, 1.303, -0.367], [1.007, -0.040, -1.191], [0.292, -0.175, -0.386], [0.061, -0.069, 0.362], [0.331, 0.213, -0.409], [-0.287, 0.040, 0.551], [0.048, -0.549, 0.216], [0.042, 0.050, 0.111]], "lowdin_charge": [1.295, -0.634, -0.657, -0.085, -0.326, -0.083, 0.062, 0.075, 0.071, 0.102, 0.106, 0.078, -0.088, -0.368, -0.053, 0.069, 0.067, 0.068, 0.109, 0.105, 0.089, -0.080, -0.364, -0.043, 0.068, 0.057, 0.068, 0.103, 0.108, 0.082, -0.096, -0.312, -0.097, 0.079, 0.065, 0.073, 0.113, 0.104, 0.070], "lumo_ha": -0.170, "homo_ev": -9.39, "orbital_gap_ev": 4.77}

---

{"formula": "C8H24HgO12S", "method": "the ωB97M-V functional and the def2-TZVPD basis", "species": ["Hg", "S", "O", "O", "O", "O", "C", "C", "O", "O", "H", "H", "H", "H", "H", "H", "C", "C", "O", "O", "H", "H", "H", "H", "H", "H", "C", "C", "O", "O", "H", "H", "H", "H", "H", "H", "C", "C", "O", "O", "H", "H", "H", "H", "H", "H"], "positions_angstrom": [[0.04176, 0.17826, -0.10624], [0.21649, 2.69914, -1.62558], [-0.08129, 3.01926, -3.00222], [-1.03038, 2.23265, -0.89160], [1.09629, 1.43489, -1.57469], [0.88285, 3.76520, -0.88842], [-2.04190, -1.42980, -2.25320], [-1.60779, -2.60047, -1.42800], [-1.29130, -2.17968, -0.10026], [-0.93391, -0.54045, -2.29261], [-2.91069, -0.93823, -1.79039], [-2.35830, -1.72690, -3.25804], [-0.70646, -3.02844, -1.86969], [-2.38839, -3.36592, -1.44438], [-2.00998, -2.39486, 0.49827], [-1.10366, 0.21117, -2.87828], [2.68759, -2.60751, -2.42908], [2.52032, -1.23740, -1.87212], [1.97007, -1.25411, -0.55776], [3.65662, -3.25700, -1.59264], [3.07036, -2.55456, -3.45107], [1.74982, -3.17211, -2.39696], [1.93321, -0.56612, -2.49889], [3.48538, -0.71128, -1.84388], [2.51457, -1.79780, 0.02064], [3.90239, -4.11135, -1.95629], [1.32399, 0.14443, 2.96978], [1.96314, 1.24352, 2.17716], [0.95363, 1.89542, 1.42891], [0.75066, -0.81236, 2.02639], [0.56573, 0.52734, 3.65703], [2.06835, -0.36686, 3.58979], [2.72085, 0.80754, 1.51831], [2.46963, 1.92275, 2.86865], [1.06741, 2.85380, 1.45397], [0.64030, -1.66138, 2.46024], [-2.98830, 2.67813, 2.05458], [-2.42071, 1.32728, 2.39526], [-2.01760, 0.49405, 1.27171], [-2.02484, 3.58586, 1.53783], [-3.28014, 3.14148, 3.00320], [-3.86960, 2.66078, 1.40249], [-3.18086, 0.75329, 2.93686], [-1.54573, 1.50724, 3.01339], [-2.79488, -0.02077, 1.04252], [-1.66468, 3.25191, 0.67529]], "atomic_forces_ev_per_a": [[-0.354, 0.714, -0.418], [0.181, 0.262, 0.336], [-0.127, -0.145, -0.299], [-0.247, 0.024, 0.293], [0.323, -0.346, -0.141], [-0.180, -0.141, 0.122], [-0.230, 0.720, -0.133], [-0.172, -0.323, -0.244], [0.208, -0.067, 0.090], [-0.208, -0.438, -0.353], [0.091, -0.023, 0.046], [0.197, -0.174, 0.014], [0.056, 0.016, 0.145], [0.055, 0.000, 0.174], [-0.061, 0.006, -0.016], [0.116, 0.270, 0.262], [0.449, -0.545, 0.107], [0.649, 1.103, -0.217], [-0.276, -0.145, -0.106], [-0.021, 0.026, 0.159], [-0.190, 0.079, -0.076], [-0.057, 0.111, -0.136], [-0.499, -0.309, 0.189], [0.062, -0.372, 0.094], [0.054, -0.046, -0.076], [-0.101, 0.011, -0.058], [0.011, -0.793, 0.158], [0.077, 0.174, 0.161], [0.257, -0.097, 0.842], [0.342, 0.572, 0.657], [-0.205, 0.032, -0.270], [0.081, 0.019, -0.188], [-0.020, 0.099, -0.145], [-0.059, 0.022, -0.048], [-0.148, 0.029, -0.660], [-0.167, -0.052, -0.073], [0.598, 1.145, -0.470], [-0.236, -0.373, -0.196], [-0.289, 0.215, 0.554], [0.195, -0.634, -0.468], [-0.242, -0.236, 0.023], [-0.011, -0.363, 0.016], [0.173, 0.112, 0.287], [0.143, -0.253, -0.005], [0.059, 0.051, -0.316], [-0.274, 0.062, 0.386]], "lowdin_charge": [1.269, 0.285, -0.346, -0.471, -0.485, -0.354, -0.223, -0.218, -0.092, -0.111, 0.129, 0.130, 0.116, 0.130, 0.093, 0.109, -0.224, -0.236, -0.128, -0.070, 0.127, 0.112, 0.108, 0.138, 0.096, 0.085, -0.190, -0.225, -0.112, -0.121, 0.117, 0.127, 0.128, 0.136, 0.110, 0.101, -0.252, -0.195, -0.131, -0.076, 0.122, 0.123, 0.122, 0.109, 0.081, 0.058], "lumo_ha": -0.019, "homo_ev": -7.79, "orbital_gap_ev": 7.27}

---

ΔE to the lowest compared entry with this formula, charge and spin, respectively: 36.0 852.0 0.0 kJ/mol.